Record 1
{
  "formula": "C14H18AuNOS6Si",
  "method": "ωB97M-V/def2-TZVPD",
  "species": ["Au", "C", "Si", "C", "C", "C", "C", "C", "C", "N", "C", "S", "H", "H", "H", "H", "H", "H", "H", "H", "H", "H", "H", "H", "C", "S", "C", "C", "S", "S", "C", "S", "S", "H", "H", "H", "C", "C", "O", "H", "H", "H"],
  "coordinates": [[-2.048, -0.784, -0.280], [3.566, -2.045, 0.488], [3.593, -0.741, -0.841], [4.411, 0.804, -0.177], [4.547, -1.420, -2.303], [1.920, -0.145, -1.507], [1.937, 0.672, -2.634], [0.777, 1.229, -3.167], [-0.416, 0.936, -2.549], [-0.463, 0.143, -1.480], [0.653, -0.391, -0.956], [0.286, -1.394, 0.426], [4.598, -2.229, 0.801], [3.146, -2.987, 0.132], [2.996, -1.740, 1.365], [5.392, 0.575, 0.247], [3.801, 1.252, 0.611], [4.550, 1.554, -0.959], [5.573, -1.647, -2.001], [4.599, -0.720, -3.138], [4.095, -2.345, -2.666], [2.886, 0.880, -3.118], [0.801, 1.873, -4.034], [-1.362, 1.341, -2.888], [-5.090, 0.741, 2.766], [-3.551, 0.671, 3.707], [-2.353, 1.521, 2.761], [-2.229, 1.763, 1.437], [-3.257, 1.307, 0.121], [-0.776, 2.650, 0.979], [-0.099, 2.871, 2.546], [1.279, 3.689, 2.860], [-1.069, 2.128, 3.780], [-5.864, 0.535, 3.504], [-5.110, -0.011, 1.987], [-5.235, 1.728, 2.338], [-4.752, -1.942, 0.005], [-3.404, -1.930, 0.694], [-3.130, -2.541, 1.668], [-5.481, -2.432, 0.649], [-4.662, -2.493, -0.933], [-5.056, -0.926, -0.239]],
  "homo_ev": -7.66,
  "orbital_gap_ev": 5.86,
  "relative_energy_kcal_mol": 0.0
}

Record 2
{
  "formula": "C26H59CoNOP3",
  "method": "ωB97M-V/def2-TZVPD",
  "species": ["Co", "P", "P", "N", "C", "H", "H", "C", "H", "H", "C", "H", "H", "C", "H", "H", "C", "C", "H", "H", "H", "C", "C", "H", "H", "H", "C", "C", "H", "H", "H", "C", "C", "H", "H", "H", "C", "O", "C", "H", "H", "H", "C", "H", "H", "H", "C", "H", "H", "H", "C", "H", "H", "H", "H", "H", "H", "H", "H", "H", "C", "C", "C", "P", "C", "C", "C", "C", "C", "C", "H", "H", "H", "H", "H", "H", "H", "H", "H", "H", "H", "H", "H", "H", "H", "H", "H", "H", "H", "H", "H"],
  "coordinates": [[0.183, 0.006, -0.128], [-0.096, -2.233, -0.380], [-0.030, 2.278, -0.124], [0.249, 0.092, -2.058], [0.010, -2.332, -2.217], [0.551, -3.228, -2.542], [-1.021, -2.393, -2.595], [0.663, -1.075, -2.791], [1.779, -1.180, -2.813], [0.349, -0.956, -3.850], [0.644, 1.334, -2.663], [0.325, 1.327, -3.727], [1.760, 1.444, -2.676], [-0.011, 2.519, -1.952], [-1.059, 2.593, -2.278], [0.506, 3.448, -2.223], [1.442, 3.351, 0.315], [1.892, 3.112, 1.752], [2.842, 3.641, 1.922], [2.073, 2.051, 1.958], [1.157, 3.493, 2.475], [-1.607, 3.103, 0.406], [-1.686, 3.243, 1.927], [-2.725, 3.456, 2.225], [-1.061, 4.071, 2.296], [-1.366, 2.326, 2.444], [-1.669, -3.172, -0.046], [-1.827, -3.452, 1.447], [-2.852, -3.790, 1.661], [-1.637, -2.549, 2.052], [-1.146, -4.246, 1.786], [1.390, -3.253, 0.113], [1.706, -3.104, 1.602], [2.687, -3.559, 1.805], [0.958, -3.614, 2.227], [1.765, -2.052, 1.910], [1.842, -0.007, 0.332], [3.000, -0.031, 0.535], [-1.875, 4.436, -0.297], [-1.183, 5.215, 0.044], [-1.805, 4.359, -1.387], [-2.892, 4.765, -0.050], [-1.868, -4.447, -0.875], [-2.879, -4.832, -0.680], [-1.788, -4.268, -1.951], [-1.158, -5.235, -0.597], [1.348, -4.732, -0.283], [2.352, -5.155, -0.128], [0.659, -5.305, 0.352], [1.092, -4.892, -1.337], [1.325, 4.859, 0.057], [0.633, 5.346, 0.760], [2.315, 5.310, 0.230], [1.035, 5.104, -0.971], [2.213, 2.948, -0.368], [2.197, -2.762, -0.462], [-2.363, 2.371, 0.068], [-2.429, -2.434, -0.362], [-2.360, -0.092, -1.804], [-2.261, 0.004, -1.055], [0.916, -2.482, 5.039], [-0.527, -2.104, 4.675], [-1.401, -1.924, 5.918], [-0.681, -0.719, 3.441], [-2.531, -0.323, 3.450], [-2.994, 0.797, 4.372], [-3.002, -0.072, 2.011], [0.347, 0.692, 4.133], [0.094, 1.168, 5.562], [1.843, 0.413, 3.949], [1.333, -1.832, 5.823], [1.585, -2.494, 4.167], [0.894, -3.506, 5.440], [-0.948, -2.957, 4.110], [-1.144, -1.024, 6.496], [-2.465, -1.891, 5.652], [-1.254, -2.811, 6.551], [-2.992, -1.256, 3.808], [-2.660, 1.782, 4.018], [-4.097, 0.816, 4.383], [-2.676, 0.660, 5.410], [-2.731, -0.896, 1.335], [-4.096, 0.049, 1.990], [-2.560, 0.851, 1.601], [0.072, 1.519, 3.453], [0.325, 0.420, 6.336], [0.762, 2.027, 5.736], [-0.925, 1.531, 5.718], [2.080, 0.000, 2.962], [2.408, 1.352, 4.045], [2.228, -0.274, 4.717]],
  "homo_ev": [-10.04, -10.42],
  "multiplicity": 4,
  "orbital_gap_ev": [8.18, 6.14],
  "charge": 1,
  "s2": 3.8031
}